ORCA calculation (ωB97M-V/def2-TZVPD) on a cluster of 2 separate species, C5H12N2 in total in a non-equilibrium geometry.

Output
Electronic energy = -8358.3680 eV
SMILES string = C=C=N[C@H](C)N.C
Orbital gap = 9.6281 eV
Energy above the lowest of the compared OMol25 structures with the same formula, charge and spin = 170.6 kJ/mol

Atoms and positions in Å:
C (0.3636, 2.5813, 0.4832)
C (0.0529, 1.3499, 0.7367)
N (-0.3579, 0.2768, 1.1233)
C (-0.0697, -1.0491, 0.6707)
C (0.1347, -1.9307, 1.9112)
N (1.0352, -1.0787, -0.2757)
H (-0.1891, 3.1554, -0.2346)
H (1.1942, 3.0578, 0.9721)
H (-0.9657, -1.3952, 0.1339)
H (-0.7232, -1.8425, 2.5711)
H (1.0242, -1.6112, 2.4523)
H (0.2531, -2.9715, 1.6172)
H (1.1945, -2.0240, -0.6041)
H (1.8861, -0.7479, 0.1694)
C (-0.9668, 0.8440, -2.3458)
H (-0.2240, 0.1921, -1.9097)
H (-0.4993, 1.7749, -2.6358)
H (-1.7448, 1.0414, -1.6193)
H (-1.3980, 0.3771, -3.2160)

=====

ORCA calculation (ωB97M-V/def2-TZVPD) on a cluster of 4 separate species, C7H15Br6NO2 in total.

Output
Electronic energy = -433339.9960 eV
SMILES string = C[N+](=O)[O-].BrCCBr.BrCCBr.BrCCBr
Orbital gap = 9.4021 eV
Energy above the lowest of the compared OMol25 structures with the same formula, charge and spin = 0.0 kJ/mol

Atoms and positions in Å:
C (-3.8517, 0.3089, -1.2187)
N (-2.3707, 0.2571, -1.3902)
O (-1.7717, 1.2953, -1.1813)
O (-1.8498, -0.7960, -1.6992)
H (-4.0515, 1.3589, -1.0342)
H (-4.1246, -0.2642, -0.3332)
H (-4.4018, -0.1283, -2.0440)
Br (3.3718, 1.1867, -1.8076)
C (1.6311, 1.6290, -1.0819)
C (1.2700, 3.0803, -1.3426)
Br (2.5677, 4.3640, -0.5734)
H (1.6235, 1.4472, -0.0119)
H (0.8739, 1.0036, -1.5481)
H (0.3083, 3.3270, -0.9067)
H (1.2304, 3.2617, -2.4145)
Br (0.5662, -3.6846, -3.3188)
C (1.5467, -2.8420, -1.8413)
C (0.6154, -2.5211, -0.6839)
Br (1.6943, -1.6192, 0.6594)
H (1.9939, -1.9335, -2.2367)
H (2.3504, -3.5164, -1.5631)
H (0.1683, -3.4209, -0.2783)
H (-0.1286, -1.8014, -1.0102)
Br (0.6660, -1.8381, 4.8557)
C (-0.3908, -0.5517, 3.7919)
C (0.5368, 0.5633, 3.3985)
Br (-0.4035, 1.9529, 2.3830)
H (-1.1778, -0.2088, 4.4563)
H (-0.8159, -1.1129, 2.9676)
H (1.3161, 0.2168, 2.7265)
H (1.0076, 0.9867, 4.2808)

=====

ORCA calculation (ωB97M-V/def2-TZVPD) on a structure of composition C20H30InO32S7 in a non-equilibrium geometry.

Output
Electronic energy = -167748.3355 eV
Net charge = +1
Orbital gap = 3.7991 eV
Energy above the lowest of the compared OMol25 structures with the same formula, charge and spin = 72.9 kJ/mol

Atoms and positions in Å:
In (2.8821, -4.8479, -0.0211)
C (-0.4911, -1.2853, -0.0544)
C (0.6795, -2.1055, 0.1570)
C (1.9854, -1.4638, 0.5895)
O (2.9739, -2.1387, 0.5233)
C (1.9127, -0.1061, 1.0372)
C (0.7196, 0.6752, 1.0035)
C (-0.5124, 0.0922, 0.3914)
O (-1.5194, 0.7376, 0.2969)
O (0.6892, 1.7958, 1.4546)
O (0.7034, -3.2725, -0.1846)
H (-1.4539, -1.6791, -0.3715)
H (2.7441, 0.2976, 1.6093)
C (6.1115, -0.5576, 2.0810)
C (5.8559, 0.3453, 0.8737)
O (5.5803, -0.5746, -0.1833)
S (6.4676, -1.9039, -0.0065)
O (7.5895, -1.7950, -0.8571)
O (5.6621, -3.0677, -0.0618)
O (6.8554, -1.6333, 1.5161)
H (5.1586, -0.8630, 2.5261)
H (6.7496, -0.1160, 2.8398)
H (6.7569, 0.9482, 0.7234)
H (5.0057, 1.0209, 0.9314)
C (2.0811, -0.8680, 4.5089)
C (0.6003, -0.8941, 4.1901)
O (0.2841, -2.2300, 4.6021)
S (1.4192, -3.2045, 4.0470)
O (1.0619, -3.6064, 2.7231)
O (1.7536, -4.1962, 4.9840)
O (2.5815, -2.0890, 3.9573)
H (2.1638, -0.9185, 5.6010)
H (2.6626, 0.0068, 4.2271)
H (0.4628, -0.8313, 3.1053)
H (0.0658, -0.1148, 4.7195)
C (-2.2944, 4.5406, -0.7031)
C (-1.0189, 5.3724, -0.6786)
O (-0.8473, 5.7816, -2.0392)
S (-2.2242, 5.7147, -2.8553)
O (-2.1232, 4.6656, -3.7939)
O (-2.6378, 7.0024, -3.2263)
O (-3.1468, 5.1929, -1.6404)
H (-2.7029, 4.3761, 0.2899)
H (-2.0831, 3.5609, -1.1381)
H (-0.1655, 4.7515, -0.4228)
H (-1.1424, 6.2532, -0.0478)
C (0.9351, 1.9175, -3.3897)
C (2.3887, 1.7601, -2.9466)
O (2.9029, 3.0804, -2.9114)
S (2.1365, 4.0865, -3.8802)
O (2.8781, 4.1759, -5.0751)
O (1.7379, 5.2716, -3.2197)
O (0.8550, 3.1622, -4.0913)
H (0.3022, 2.0758, -2.5100)
H (0.5879, 1.1378, -4.0554)
H (2.9737, 1.1501, -3.6379)
H (2.4969, 1.3466, -1.9417)
C (-5.1836, 1.1707, 2.4701)
C (-4.9429, 2.4170, 1.5590)
O (-5.8912, 2.3360, 0.5088)
S (-7.1142, 1.4170, 0.9945)
O (-7.6552, 0.7675, -0.1309)
O (-7.9536, 2.0985, 1.8986)
O (-6.1632, 0.4102, 1.7619)
H (-5.6431, 1.4783, 3.4110)
H (-4.3161, 0.5487, 2.6550)
H (-3.9283, 2.3819, 1.1628)
H (-5.0594, 3.3585, 2.0934)
C (-2.6974, -3.7902, 1.8859)
C (-3.2327, -2.3874, 2.2512)
O (-4.6359, -2.5287, 2.3014)
S (-5.0914, -3.5720, 1.1625)
O (-5.1220, -2.9409, -0.0918)
O (-6.2065, -4.2749, 1.6265)
O (-3.7670, -4.4707, 1.2717)
H (-2.4003, -4.2988, 2.8010)
H (-1.8479, -3.6742, 1.2101)
H (-3.0435, -1.6364, 1.4677)
H (-2.7297, -2.0359, 3.1501)
C (0.5423, -3.4364, -4.8378)
C (-0.1487, -2.1808, -4.3386)
O (0.9253, -1.3846, -3.7837)
S (2.2730, -2.2391, -3.6957)
O (2.8651, -2.1412, -2.4100)
O (3.0668, -2.0361, -4.8426)
O (1.5258, -3.6401, -3.7910)
H (1.1187, -3.2253, -5.7410)
H (-0.0789, -4.3115, -4.9742)
H (-0.7716, -2.4366, -3.4782)
H (-0.7442, -1.6756, -5.0920)

=====

ORCA calculation (ωB97M-V/def2-TZVPD) on a cluster of 15 separate species, C19H68N8O15 in total in a non-equilibrium geometry.

Output
Electronic energy = -63432.1814 eV
Orbital gap = 8.5362 eV
Energy above the lowest of the compared OMol25 structures with the same formula, charge and spin = 350.5 kJ/mol

Atoms and positions in Å:
C (1.7729, -1.4857, -3.1406)
C (2.9953, -0.8363, -2.5438)
O (4.2137, -1.0299, -3.3386)
H (1.7774, -1.2545, -4.1873)
H (0.8194, -1.1103, -2.7439)
H (1.8127, -2.5019, -3.0982)
H (3.1469, -1.0097, -1.4833)
H (2.9031, 0.2510, -2.5988)
H (4.8636, -0.3956, -3.0012)
C (4.6637, 1.8123, -1.1280)
C (4.3146, 3.2760, -0.9977)
O (3.4401, 3.8146, -1.9576)
H (3.6864, 1.3081, -0.8895)
H (5.4595, 1.4927, -0.3894)
H (5.0011, 1.5381, -2.1043)
H (5.2402, 3.8660, -1.1340)
H (3.8572, 3.4168, 0.0026)
H (3.9416, 3.9218, -2.7860)
C (-3.5791, -1.5462, -3.1209)
C (-2.1630, -1.6746, -2.5818)
O (-1.2984, -1.7427, -3.6689)
H (-4.3399, -1.4085, -2.3361)
H (-3.8214, -2.4596, -3.6785)
H (-3.6573, -0.7341, -3.8361)
H (-2.1588, -2.6345, -2.0376)
H (-1.8701, -0.8573, -1.8960)
H (-1.2801, -2.6347, -3.9900)
C (-0.5207, 0.4857, 0.4697)
C (0.6211, -0.3373, 0.0280)
O (0.1409, -1.5764, -0.4561)
H (-1.1508, 0.6026, -0.3948)
H (-0.1980, 1.4965, 0.6807)
H (-1.1681, 0.1607, 1.2547)
H (1.2332, -0.5157, 0.8985)
H (1.3421, 0.1430, -0.6710)
H (-0.7445, -1.7076, -0.0680)
C (-0.3811, -1.8461, 3.5586)
O (0.8339, -2.5037, 3.4564)
N (-1.6130, -2.3852, 3.4949)
N (-0.5449, -0.6262, 3.8667)
H (-1.5991, -3.4356, 3.3284)
H (-2.4617, -1.8146, 3.7224)
H (0.3446, -0.1088, 4.1398)
H (-1.4684, -0.1376, 3.6144)
C (0.6625, 5.7473, -0.1492)
O (-0.1132, 6.9456, 0.1964)
N (1.8514, 5.7617, -0.6902)
N (0.2261, 4.5619, 0.0273)
H (2.3647, 6.6704, -0.8043)
H (2.3017, 5.0014, -1.1590)
H (-0.7300, 4.4929, 0.4298)
H (0.5367, 3.6840, -0.3845)
C (2.0422, -4.2426, 0.4816)
O (0.8838, -4.4917, 1.0681)
N (2.2681, -3.0496, -0.1055)
N (2.9330, -5.2047, 0.2891)
H (1.3979, -2.4692, -0.2538)
H (3.1628, -2.9511, -0.5826)
H (2.8093, -5.9724, 0.9515)
H (3.9216, -4.9406, -0.0307)
C (-3.9181, -0.2569, 4.1077)
O (-5.1852, -0.3943, 3.5860)
N (-3.4186, -1.0197, 5.0829)
N (-2.9541, 0.5003, 3.6374)
H (-4.0463, -1.7669, 5.4745)
H (-2.4553, -1.0083, 5.3417)
H (-3.1334, 1.0688, 2.7306)
H (-2.3995, 1.1063, 4.2007)
C (-3.5139, -1.5853, 0.7297)
O (-2.4319, -2.4430, 0.8197)
H (-4.1194, -1.4870, 1.6456)
H (-4.2197, -1.6737, -0.1047)
H (-3.0878, -0.5773, 0.5003)
H (-2.0459, -2.3642, 1.6990)
C (-3.2329, 1.6617, -2.0653)
O (-2.5007, 2.5203, -1.2440)
H (-3.6286, 2.2486, -2.8630)
H (-4.0437, 1.1122, -1.5659)
H (-2.6476, 0.8660, -2.5363)
H (-2.1666, 3.3188, -1.7369)
C (1.4441, 2.4363, 2.4244)
O (0.3325, 3.2888, 2.5306)
H (2.3104, 2.8131, 3.0209)
H (1.9317, 2.4520, 1.4531)
H (1.2005, 1.4179, 2.7392)
H (0.4976, 3.9088, 1.8265)
C (-4.5641, 1.8977, 1.3996)
O (-3.1879, 1.9027, 1.3184)
H (-5.0813, 2.5447, 0.7431)
H (-4.8858, 2.1182, 2.4136)
H (-5.0144, 0.9095, 1.2133)
H (-2.9231, 1.9300, 0.3874)
C (-0.3940, -4.7325, -1.8390)
O (-1.4501, -5.0449, -2.7438)
H (-0.0184, -3.8068, -2.1701)
H (0.4663, -5.3836, -1.8288)
H (-0.6249, -4.5664, -0.8189)
H (-1.3464, -4.5397, -3.5564)
C (3.6343, -1.1897, 2.3182)
O (4.0890, -2.4959, 1.9822)
H (2.6181, -1.1568, 2.7113)
H (3.6096, -0.4774, 1.5199)
H (4.3701, -0.7474, 2.9465)
H (3.3648, -2.7886, 1.3977)
C (0.7235, 2.4237, -2.6212)
O (1.3700, 2.4033, -1.3401)
H (-0.3837, 2.1575, -2.5347)
H (1.0953, 1.6288, -3.2609)
H (0.8097, 3.3318, -3.1533)
H (2.2301, 2.7205, -1.4601)